Computed, not measured: a cluster of 2 separate species, C6H16 in total, with ωB97M-V/def2-TZVPD.

Its frontier orbital gap is 11.80 eV. For the energy relative to the best compared isomer or geometry (same formula, charge and spin), the calculation gives 47.97 kcal/mol. The total charge is 0. The LUMO energy is 1.1 eV. Its structure (SMILES) is CC(C)C.CC. The HOMO energy comes out at -10.7110 eV.

Atoms and positions in Å:
C (-1.405, -1.301, 2.756)
C (0.731, 0.547, -2.830)
C (-0.870, 0.940, -0.878)
C (-0.245, -1.614, 2.042)
C (1.524, 0.911, -0.403)
C (0.518, 1.264, -1.479)
H (1.622, 1.027, -3.288)
H (1.302, -0.177, -0.056)
H (0.067, -2.644, 2.305)
H (-1.585, 1.713, -1.293)
H (0.513, -1.050, 2.474)
H (-1.243, -0.098, -1.102)
H (1.082, -0.429, -2.776)
H (-2.302, -1.140, 2.254)
H (2.513, 0.674, -0.751)
H (0.460, 2.326, -1.859)
H (-0.772, 1.151, 0.152)
H (-0.169, 0.517, -3.433)
H (1.414, 1.818, 0.280)
H (-1.270, -0.619, 3.666)
H (-1.718, -2.265, 3.255)
H (-0.167, -1.550, 0.964)

natural (NBO) population analysis, charges in e, atoms 1 to 8: atom 1 (C): -0.62, atom 2 (C): -0.61, atom 3 (C): -0.61, atom 4 (C): -0.63, atom 5 (C): -0.63, atom 6 (C): -0.22, atom 7 (H): 0.20, atom 8 (H): 0.21



Computed, not measured: a cluster of 2 separate species, C6H16 in total, with ωB97M-V/def2-TZVPD.

Its frontier orbital gap is 12.49 eV. For the energy relative to the best compared isomer or geometry (same formula, charge and spin), the calculation gives 9.66 kcal/mol. The total charge is 0. The LUMO energy is 1.1 eV. Its structure (SMILES) is CCC.CCC. The HOMO energy comes out at -11.3944 eV.

Atoms and positions in Å:
C (2.109, 1.318, -0.111)
C (1.823, 1.011, 1.395)
C (-2.282, -2.078, -0.379)
C (-2.622, 0.486, -0.212)
C (-1.752, -0.735, 0.159)
C (2.774, 0.160, -0.819)
H (-1.677, -0.816, 1.245)
H (2.903, 0.325, -1.893)
H (2.754, 2.196, -0.150)
H (2.527, 1.513, 2.067)
H (-1.965, 1.336, -0.432)
H (-2.856, -1.933, -1.303)
H (3.773, -0.022, -0.424)
H (-3.150, 0.272, -1.148)
H (1.947, -0.062, 1.579)
H (2.212, -0.759, -0.698)
H (1.161, 1.593, -0.567)
H (-3.343, 0.734, 0.559)
H (-2.948, -2.576, 0.322)
H (0.824, 1.395, 1.632)
H (-1.474, -2.768, -0.602)
H (-0.740, -0.589, -0.219)

natural (NBO) population analysis, charges in e, atoms 1 to 8: atom 1 (C): -0.40, atom 2 (C): -0.61, atom 3 (C): -0.61, atom 4 (C): -0.61, atom 5 (C): -0.40, atom 6 (C): -0.61, atom 7 (H): 0.20, atom 8 (H): 0.21



Computed, not measured: a cluster of 2 separate species, C6H16 in total, with ωB97M-V/def2-TZVPD.

Its frontier orbital gap is 10.87 eV. For the energy relative to the best compared isomer or geometry (same formula, charge and spin), the calculation gives 55.35 kcal/mol. The total charge is 0. The LUMO energy is 1.0 eV. Its structure (SMILES) is CC(C)C.CC. The HOMO energy comes out at -9.8685 eV.

Atoms and positions in Å:
C (-0.928, -0.556, -2.870)
C (0.050, -0.086, -1.648)
C (-0.798, -0.503, 3.687)
C (-0.051, 0.826, 3.535)
C (0.551, 1.218, -2.274)
C (1.200, -1.066, -1.353)
H (-0.604, -0.231, -3.836)
H (-1.076, -1.604, -2.496)
H (1.103, 0.951, -3.139)
H (1.722, -1.288, -2.253)
H (0.101, 1.233, 2.541)
H (-0.673, 1.610, 4.173)
H (-1.903, -0.194, 3.928)
H (0.968, -1.894, -0.862)
H (-0.768, -0.123, -0.838)
H (0.954, 0.732, 3.941)
H (1.879, -0.403, -0.699)
H (-1.790, -0.093, -2.842)
H (-0.093, 2.063, -2.439)
H (1.309, 1.570, -1.522)
H (-0.447, -1.104, 4.468)
H (-0.703, -1.057, 2.796)

natural (NBO) population analysis, charges in e, atoms 1 to 8: atom 1 (C): -0.61, atom 2 (C): -0.19, atom 3 (C): -0.60, atom 4 (C): -0.61, atom 5 (C): -0.62, atom 6 (C): -0.60, atom 7 (H): 0.20, atom 8 (H): 0.20



Computed, not measured: a cluster of 2 separate species, C6H16 in total, with ωB97M-V/def2-TZVPD.

Its frontier orbital gap is 11.54 eV. For the energy relative to the best compared isomer or geometry (same formula, charge and spin), the calculation gives 45.06 kcal/mol. The total charge is 0. The LUMO energy is 1.1 eV. Its structure (SMILES) is CCC.CCC. The HOMO energy comes out at -10.4486 eV.

Atoms and positions in Å:
C (0.850, 1.852, -0.875)
C (-1.603, 0.211, 1.091)
C (2.109, -0.160, -1.723)
C (2.177, 1.262, -1.328)
C (-2.330, -1.145, 1.037)
C (-1.310, -2.012, 1.756)
H (-1.602, -3.008, 1.468)
H (-1.035, 0.352, 0.083)
H (2.685, 1.825, -2.095)
H (-0.852, 0.261, 1.917)
H (0.915, 2.847, -0.444)
H (-0.257, -1.942, 1.341)
H (0.308, 2.088, -1.750)
H (-1.167, -1.761, 2.826)
H (2.951, 1.464, -0.539)
H (-3.298, -1.211, 1.558)
H (3.200, -0.664, -1.795)
H (0.320, 1.271, -0.050)
H (-2.314, 0.894, 1.381)
H (-2.593, -1.347, -0.006)
H (1.638, -0.234, -2.669)
H (1.739, -0.889, -0.976)

natural (NBO) population analysis, charges in e, atoms 1 to 8: atom 1 (C): -0.62, atom 2 (C): -0.61, atom 3 (C): -0.60, atom 4 (C): -0.42, atom 5 (C): -0.41, atom 6 (C): -0.61, atom 7 (H): 0.20, atom 8 (H): 0.21



Computed, not measured: a structure of composition C6H16AlN8O10, with ωB97M-V/def2-TZVPD.

Its frontier orbital gap is 2.69 eV. The total charge is -1. The LUMO energy is 0.1 eV. The HOMO energy comes out at -2.6356 eV.

Atoms and positions in Å:
Al (-6.527, 4.024, -5.155)
O (-6.505, 0.885, -4.721)
O (-10.129, 6.890, -5.844)
O (-8.615, 5.441, -6.720)
O (-4.372, 4.382, -3.270)
O (-6.273, 6.761, -4.068)
O (-8.948, 5.619, -4.622)
O (-6.371, 2.901, -7.861)
O (-8.185, 1.599, -5.563)
O (-7.401, 3.499, -2.389)
O (-7.851, -0.494, -5.735)
N (-3.239, 6.160, -2.379)
N (-5.728, 8.173, -2.467)
N (-5.558, 8.832, -4.419)
N (-7.878, 1.499, -8.593)
N (-7.211, 3.139, -9.910)
N (-7.337, 5.197, -1.111)
N (-6.557, 3.279, -0.375)
N (-2.266, 4.296, -2.452)
C (-7.044, 3.943, -1.346)
C (-9.215, 6.014, -5.723)
C (-5.894, 7.824, -3.717)
C (-3.343, 4.905, -2.752)
C (-7.048, 2.557, -8.781)
C (-7.506, 0.641, -5.324)
H (-4.179, 6.519, -2.463)
H (-2.611, 6.245, -1.593)
H (-7.188, 5.474, -0.151)
H (-7.763, 1.153, -7.651)
H (-5.307, 9.054, -2.206)
H (-7.910, 5.745, -1.736)
H (-6.588, 3.860, -10.246)
H (-2.120, 3.405, -2.904)
H (-5.595, 9.677, -3.868)
H (-8.758, 1.532, -9.087)
H (-5.974, 7.420, -1.842)
H (-6.235, 3.742, 0.463)
H (-5.782, 8.740, -5.399)
H (-1.550, 4.932, -2.131)
H (-7.742, 2.616, -10.592)
H (-6.445, 2.283, -0.493)

natural (NBO) population analysis, charges in e, atoms 1 to 8: atom 1 (Al): 0.83, atom 2 (O): -0.57, atom 3 (O): -0.67, atom 4 (O): -0.65, atom 5 (O): -0.67, atom 6 (O): -0.61, atom 7 (O): -0.61, atom 8 (O): -0.67



Computed, not measured: a structure of composition C6H16B4F16NO2Ti, with ωB97M-V/def2-TZVPD.

Its frontier orbital gap (spin up / spin down) is 5.57 / 7.56 eV. Its expectation value of S² is 3.75. Its spin multiplicity is 4. For the energy relative to the best compared isomer or geometry (same formula, charge and spin), the calculation gives 163.27 kcal/mol. The total charge is -2. The LUMO energy (spin up / spin down) is 1.7 / 1.7 eV. The HOMO energy (spin up / spin down) comes out at -3.8514 / -5.8426 eV.

Atoms and positions in Å:
Ti (2.070, -2.742, 3.658)
F (5.134, -3.984, -0.326)
F (6.327, -3.338, 1.408)
F (-1.943, 2.433, 2.290)
F (0.680, -7.240, 3.726)
F (-0.225, -5.809, 5.128)
F (1.925, -6.449, 5.435)
F (6.906, -2.653, -0.659)
F (4.340, -0.041, 6.709)
F (4.932, -1.867, 0.303)
F (0.242, -7.737, 5.885)
F (-1.076, 0.526, 1.846)
F (4.485, -0.082, 8.917)
F (3.583, 1.746, 7.890)
F (2.461, -0.201, 7.811)
F (-2.776, 0.753, 3.352)
F (-3.236, 1.026, 1.303)
O (-1.442, 4.649, -3.328)
O (-2.377, -0.654, -2.966)
N (-1.273, 1.799, -3.311)
C (-2.188, 2.583, -4.307)
C (-2.582, 3.918, -3.559)
C (-1.886, -1.643, -1.980)
C (-0.599, 0.527, -3.754)
C (-1.565, -0.529, -4.155)
C (-1.450, 5.512, -2.176)
B (0.680, -6.785, 5.019)
B (5.825, -2.924, 0.200)
B (3.697, 0.370, 7.873)
B (-2.238, 1.181, 2.153)
H (-1.136, 4.875, -1.349)
H (-1.010, -1.401, -4.501)
H (-0.779, 6.353, -2.352)
H (-0.799, -1.629, -1.909)
H (-3.018, 1.907, -4.513)
H (-2.451, 5.917, -2.035)
H (-1.660, 2.842, -5.225)
H (-3.362, 4.326, -4.203)
H (-2.165, -2.554, -2.508)
H (-3.023, 3.693, -2.588)
H (-2.396, -1.666, -1.017)
H (-1.825, 1.681, -2.473)
H (-0.003, 0.208, -2.899)
H (-0.004, 0.781, -4.632)
H (-2.168, -0.242, -5.017)
H (-0.628, 2.562, -3.164)

natural (NBO) population analysis, charges in e, atoms 1 to 8: atom 1 (Ti): 1.00, atom 2 (F): -0.58, atom 3 (F): -0.57, atom 4 (F): -0.56, atom 5 (F): -0.57, atom 6 (F): -0.57, atom 7 (F): -0.57, atom 8 (F): -0.59



Computed, not measured: a cluster of 2 separate species, C6H16BN3O2 in total, with ωB97M-V/def2-TZVPD.

Its frontier orbital gap (spin up / spin down) is 7.07 / 7.06 eV. The total charge is +2. The LUMO energy (spin up / spin down) is -9.4 / -9.4 eV. The HOMO energy (spin up / spin down) comes out at -16.4543 / -16.4515 eV.

Atoms and positions in Å:
O (-0.452, 2.269, -0.778)
O (-2.538, 3.134, -0.068)
N (-1.410, -1.297, -0.009)
N (1.568, -0.042, -0.166)
N (-2.266, -2.134, -0.252)
C (0.993, -1.437, -0.040)
C (2.603, 0.075, -1.182)
C (-2.437, 0.966, 0.515)
C (2.206, 0.466, 1.096)
C (-3.118, -2.919, -0.450)
C (-0.264, -1.446, 0.797)
B (-1.656, 2.158, -0.180)
H (1.670, -2.158, 0.425)
H (0.119, 2.922, -1.169)
H (2.777, 1.395, 0.807)
H (0.838, -1.633, -1.046)
H (0.732, 0.513, -0.442)
H (2.812, -0.221, 1.470)
H (-0.021, -0.726, 1.509)
H (-0.375, -2.461, 1.352)
H (2.581, 1.083, -1.700)
H (1.398, 0.712, 1.807)
H (3.476, -0.053, -0.710)
H (2.464, -0.688, -1.882)
H (-2.131, 0.468, 1.511)
H (-2.483, 4.031, -0.376)
H (-3.377, 0.660, 0.166)
H (-3.709, -3.635, -1.004)

natural (NBO) population analysis, charges in e, atoms 1 to 8: atom 1 (O): -0.93, atom 2 (O): -0.84, atom 3 (N): -0.34, atom 4 (N): -0.35, atom 5 (N): -0.03, atom 6 (C): -0.22, atom 7 (C): -0.40, atom 8 (C): -0.11



Computed, not measured: a structure of composition C6H16CsO2, with ωB97M-V/def2-TZVPD.

Its frontier orbital gap is 11.08 eV. For the energy relative to the best compared isomer or geometry (same formula, charge and spin), the calculation gives 154.15 kcal/mol. The total charge is +1. The LUMO energy is -3.2 eV. The HOMO energy comes out at -14.2894 eV.

Atoms and positions in Å:
Cs (1.148, 2.013, 1.535)
O (1.635, 1.209, -0.175)
O (-0.778, 0.411, 2.516)
C (1.328, 0.621, -1.463)
C (-0.639, -0.152, 1.239)
C (-0.218, -1.632, 1.442)
C (0.052, 1.220, -1.945)
C (-1.898, 0.131, 0.391)
C (1.252, -0.913, -1.186)
H (-2.228, 1.132, 0.669)
H (0.374, -1.905, 2.316)
H (-0.744, 1.139, -1.205)
H (0.177, 2.299, -2.033)
H (0.878, -1.465, -2.048)
H (2.138, 0.919, -2.129)
H (-1.891, 0.141, -0.699)
H (-1.591, 0.107, 2.927)
H (0.116, 0.495, 0.792)
H (-1.137, -2.126, 1.758)
H (0.083, -2.065, 0.488)
H (-0.312, 0.669, -2.813)
H (-2.747, -0.511, 0.627)
H (2.187, -1.284, -0.768)
H (0.486, -1.116, -0.438)
H (2.329, 0.662, 0.202)

Mulliken population analysis, charges in e, atoms 1 to 8: atom 1 (Cs): 0.80, atom 2 (O): -0.91, atom 3 (O): -0.62, atom 4 (C): 0.38, atom 5 (C): 1.22, atom 6 (C): -1.20, atom 7 (C): -1.27, atom 8 (C): -1.21



Computed, not measured: a structure of composition C6H16F2Si2, with ωB97M-V/def2-TZVPD.

Its frontier orbital gap is 10.56 eV. For the energy relative to the best compared isomer or geometry (same formula, charge and spin), the calculation gives 0.00 kcal/mol. The total charge is 0. The LUMO energy is 0.3 eV. The HOMO energy comes out at -10.2479 eV.

Atoms and positions in Å:
Si (2.538, 0.680, 0.138)
Si (0.718, -0.858, -0.275)
F (2.553, 0.850, 1.771)
F (0.974, -0.850, -2.428)
C (-1.013, 0.467, 1.538)
C (-2.083, -1.261, -0.079)
C (4.333, 0.105, -0.141)
C (-0.969, -0.222, 0.119)
C (0.782, -2.643, 0.228)
C (-1.286, 0.893, -0.903)
H (-2.971, -0.779, -0.464)
H (-1.021, 0.549, -1.995)
H (4.384, -0.776, -0.768)
H (-1.100, -0.316, 2.344)
H (2.449, 2.076, -0.273)
H (-1.917, 0.945, 1.656)
H (1.781, -3.077, 0.005)
H (5.053, 0.764, -0.598)
H (-2.265, -1.944, 0.768)
H (-2.288, 1.308, -0.999)
H (-1.836, -1.974, -0.799)
H (4.752, -0.209, 0.773)
H (-0.140, -3.065, -0.181)
H (-0.201, 1.127, 1.644)
H (-0.584, 1.741, -0.755)
H (0.762, -2.644, 1.336)

natural (NBO) population analysis, charges in e, atoms 1 to 8: atom 1 (Si): 1.26, atom 2 (Si): 1.54, atom 3 (F): -0.67, atom 4 (F): -0.71, atom 5 (C): -0.59, atom 6 (C): -0.61, atom 7 (C): -1.11, atom 8 (C): -0.57



Computed, not measured: a structure of composition C6H16FO3PSSi2, with ωB97M-V/def2-TZVPD.

Its frontier orbital gap is 9.14 eV. The total charge is 0. The LUMO energy is 0.5 eV. The HOMO energy comes out at -8.6480 eV.

Atoms and positions in Å:
S (3.198, 3.660, 1.227)
P (4.143, 1.994, 0.796)
Si (2.937, 0.898, -0.760)
Si (1.397, -1.117, 0.606)
F (3.744, -0.325, -1.349)
O (1.558, 0.442, -0.018)
O (-2.818, -0.008, -0.919)
O (-1.978, 0.075, -3.021)
C (-2.778, -2.024, -2.213)
C (-0.359, -1.250, 1.235)
C (-0.779, 0.088, 1.896)
C (-1.875, 0.854, 1.143)
C (-2.478, -0.562, -2.104)
C (-1.761, 0.822, -0.359)
H (-2.836, 0.500, 1.484)
H (-1.186, -0.166, 2.865)
H (-1.800, 1.891, 1.438)
H (-0.424, -2.030, 1.982)
H (5.415, 2.290, 0.274)
H (-1.042, -1.528, 0.442)
H (1.660, -2.148, -0.414)
H (-3.848, -2.169, -2.151)
H (-2.267, -2.571, -1.432)
H (-0.813, 0.438, -0.701)
H (2.302, -1.230, 1.770)
H (-1.863, 1.815, -0.771)
H (4.319, 1.160, 1.916)
H (0.064, 0.728, 2.109)
H (2.595, 1.862, -1.807)
H (-2.428, -2.387, -3.162)

natural (NBO) population analysis, charges in e, atoms 1 to 8: atom 1 (S): -0.60, atom 2 (P): 0.32, atom 3 (Si): 1.72, atom 4 (Si): 1.42, atom 5 (F): -0.64, atom 6 (O): -1.24, atom 7 (O): -0.54, atom 8 (O): -0.58